one.
The following is a quantum chemistry calculation of one molecule with the formula C10H14N2, from the Open Molecules 2025 dataset.

Output
M	162.2	g/mol
SMILES	Cc1cccccc(C)n(C)n1
spin multiplicity	1
total charge	0

CARTESIAN COORDINATES (ANGSTROEM)
C  2.5358  1.4774  -0.6595
C  1.4772  0.5478  -0.3709
C  0.1964  1.1674  -0.8551
C  -0.6201  1.9581  -0.1396
C  -1.0890  1.6056  1.1611
C  -1.6364  0.3989  1.4559
C  -1.7866  -0.5859  0.4110
C  -0.7577  -1.0388  -0.3449
C  -1.0883  -1.6992  -1.7436
N  0.5566  -1.4362  0.1753
C  0.5750  -1.9672  1.4994
N  1.6889  -0.6128  0.0535
H  2.4815  2.4741  -0.0247
H  2.5525  1.9427  -1.7272
H  3.5022  1.0734  -0.3527
H  0.3135  1.5518  -1.8207
H  -1.1191  2.8522  -0.5301
H  -1.1828  2.3274  1.9156
H  -2.1507  0.2609  2.4426
H  -2.8121  -0.5843  0.0608
H  -2.0808  -2.0486  -1.5456
H  -0.3567  -2.5332  -2.0279
H  -0.9332  -0.8632  -2.4221
H  -0.3390  -2.6463  1.7313
H  1.4186  -2.5886  1.5855
H  0.6543  -1.0335  2.0725

Here are the natural (NBO) charges for atoms 1 to 4, given in e: C -0.64; C 0.18; C -0.25; C -0.20


two.
The following is a quantum chemistry calculation of one molecule with the formula C10H14N2, from the Open Molecules 2025 dataset.

Output
M	162.2	g/mol
SMILES	NC[C@@H]1CNCc2ccccc21
spin multiplicity	1
total charge	0

CARTESIAN COORDINATES (ANGSTROEM)
N  -2.0490  -2.2893  -0.7617
C  -2.3692  -0.8478  -0.4301
C  -1.3093  -0.2293  0.5741
C  -1.7255  1.2146  0.8475
N  -1.2040  2.0212  -0.2071
C  0.2779  2.2135  -0.3794
C  0.9752  0.8425  -0.2156
C  2.3534  0.7739  -0.3472
C  2.9850  -0.3747  -0.1118
C  2.3086  -1.5810  0.3407
C  0.8998  -1.4951  0.4523
C  0.2041  -0.2590  0.2191
H  -1.0076  -2.2491  -0.7528
H  -2.3879  -2.9209  0.0137
H  -3.3741  -0.7555  -0.0605
H  -2.3541  -0.3377  -1.3546
H  -1.2463  -0.8437  1.4539
H  -2.8724  1.2383  0.8258
H  -1.5671  1.6227  1.8168
H  -1.7347  2.9082  -0.1696
H  0.7584  2.8712  0.4288
H  0.5582  2.6364  -1.4036
H  2.9689  1.6377  -0.6474
H  3.9835  -0.4681  -0.1435
H  2.8931  -2.5631  0.3603
H  0.5530  -2.4440  0.7172

Here are the natural (NBO) charges for atoms 1 to 4, given in e: N -0.84; C -0.20; C -0.26; C -0.21


Which one is most stable, and which one is least stable? two is the most stable of them, while one is the least stable.


one.
The following is a quantum chemistry calculation of C6H11NO3S as an isolated structure, from the Open Molecules 2025 dataset.

Output
M	177.2	g/mol
spin multiplicity	1
total charge	0

CARTESIAN COORDINATES (ANGSTROEM)
C  2.9719  1.0894  -0.7315
C  2.5046  0.8278  0.6506
C  1.5983  0.0421  0.9591
C  -0.4895  -0.1070  -0.5953
C  -1.6370  -0.0663  0.4737
C  -2.8778  0.4463  -0.1856
H  3.0303  2.4121  -0.7029
H  2.1462  0.7196  -1.6708
H  4.0508  0.3567  -0.8543
H  3.2915  1.3425  1.5489
H  1.0499  -0.1428  1.9161
H  0.2802  0.9506  -0.7993
H  -0.9332  -0.5146  -1.5716
H  -1.3881  0.6085  1.4371
H  -1.3224  -1.2223  2.3064
H  -2.0567  -2.2097  0.5936
H  -4.2222  -0.7252  -1.3085
N  -1.9987  -1.2480  1.2206
O  1.6201  -1.8452  -1.3606
O  -3.4125  -0.8247  -0.6738
O  -3.0820  1.5667  -0.5939
S  0.8764  -1.4564  -0.0578

Here are the natural (NBO) charges for atoms 1 to 4, given in e: C -0.68; C -0.23; C -0.39; C -0.56


two.
The following is a quantum chemistry calculation of one molecule with the formula C6H11NO3S, from the Open Molecules 2025 dataset.

Output
M	177.2	g/mol
spin multiplicity	1
total charge	0

CARTESIAN COORDINATES (ANGSTROEM)
C  -3.4358  -0.0802  -0.1336
C  -0.2749  -0.9149  0.1901
C  -2.4172  -0.0209  0.9981
C  0.2559  0.5386  -0.2589
C  0.7500  0.4130  -1.6761
C  1.3659  0.9484  0.6716
N  -1.3000  -0.7707  1.2535
O  -3.2177  -1.1808  -0.8374
O  -4.2607  0.8111  -0.2827
O  -0.5988  2.9091  0.4711
S  -1.1067  1.8419  -0.3745
H  -0.7821  -1.3989  -0.5715
H  0.6455  -1.4820  0.7430
H  -2.6574  0.5319  1.9410
H  1.6149  -0.0909  -1.4566
H  1.2012  1.2771  -2.0584
H  0.1227  -0.0631  -2.4957
H  2.2486  0.3484  0.4193
H  1.1986  0.8888  1.7269
H  1.9081  1.9220  0.6198
H  -2.9511  -1.9111  -0.2939
H  -0.8546  -0.4867  2.1242

Here are the natural (NBO) charges for atoms 1 to 4, given in e: C 0.72; C -0.21; C -0.15; C -0.26


Which one is most stable, and which one is least stable? two is the most stable of them, while one is the least stable.


one.
The following is a quantum chemistry calculation of a 5-piece molecular cluster, C4H19N2O5 overall, from the Open Molecules 2025 dataset.

Output
M	175.2	g/mol
spin multiplicity	1
total charge	+1

CARTESIAN COORDINATES (ANGSTROEM)
O  0.0601  -2.0138  -1.4483
C  0.7339  -1.6614  -0.4899
N  1.9177  -2.1836  -0.1507
C  0.2155  -0.5082  0.3130
N  -0.3379  0.5957  -0.6313
C  -1.2315  -0.2567  2.4534
C  -0.8984  -1.0510  1.1801
H  2.4924  -1.8768  0.6214
H  2.2595  -2.9777  -0.6873
H  1.0147  0.0249  0.9271
H  0.3050  0.6882  -1.4443
H  -0.4721  1.4755  -0.1261
H  -1.2342  0.2528  -0.9113
H  -0.5406  -0.3084  3.2825
H  -2.2418  -0.5706  2.8271
H  -1.3605  0.8808  2.3655
H  -0.6814  -2.0041  1.7678
H  -1.7826  -1.3681  0.5754
H  -0.4295  3.5646  -2.2270
H  -1.7124  3.2607  -1.4618
O  -0.9049  2.8327  -1.7997
H  3.7570  0.0663  1.7665
H  2.8077  1.3890  1.4529
O  2.9673  0.4335  1.3633
H  -3.5071  -1.1212  -1.2975
H  -3.9472  0.1123  -0.3600
O  -3.2322  -0.4447  -0.6742
H  1.7821  1.4420  -2.9579
H  2.3878  0.2806  -2.1634
O  1.8136  1.0469  -2.0652

Here are the natural (NBO) charges for atoms 1 to 4, given in e: O -0.62; C 0.65; N -0.80; C -0.16


two.
The following is a quantum chemistry calculation of a 5-piece molecular cluster, C4H19N2O5 overall, from the Open Molecules 2025 dataset.

Output
M	175.2	g/mol
spin multiplicity	1
total charge	+1

CARTESIAN COORDINATES (ANGSTROEM)
O  1.7897  0.7293  0.0545
C  0.7422  1.1979  0.5047
N  0.7542  1.8519  1.6820
C  -0.4141  2.4231  2.3288
C  -0.5374  0.9410  -0.2737
N  -0.1669  0.2135  -1.5362
C  0.6025  1.0333  -2.5312
H  1.6603  2.0051  2.1059
H  -1.0075  1.7779  2.9751
H  -0.0944  3.3476  2.8234
H  -1.0770  2.8211  1.5385
H  -1.1071  0.2703  0.3511
H  -1.0996  1.8561  -0.4639
H  -1.0575  -0.0292  -1.9947
H  0.4581  -0.5949  -1.2928
H  0.0435  0.9644  -3.4592
H  1.5422  0.5309  -2.8185
H  0.8514  2.0308  -2.2034
H  -0.7334  -3.1274  0.3456
H  -0.5634  -2.1224  1.4798
O  -1.0785  -2.2989  0.6748
H  1.9660  -0.8970  1.4173
H  2.2277  -2.2439  2.0940
O  1.6035  -1.7942  1.5010
H  -2.2341  -1.5035  -0.3856
H  -3.7266  -1.2509  -0.9225
O  -2.8314  -0.9111  -0.8800
H  1.3137  -2.5506  -1.7987
H  1.4109  -2.3630  -0.2884
O  0.7630  -2.3068  -1.0277

Here are the natural (NBO) charges for atoms 1 to 4, given in e: O -0.67; C 0.66; N -0.59; C -0.43


Which one is most stable, and which one is least stable? two is the most stable of them, while one is the least stable.


one.
The following is a quantum chemistry calculation of C8H12N2 as an isolated structure, from the Open Molecules 2025 dataset.

Output
M	136.2	g/mol
spin multiplicity	1
total charge	0

CARTESIAN COORDINATES (ANGSTROEM)
C  2.4630  -1.7685  0.0979
C  0.6877  -0.1680  -0.1542
C  1.4914  0.9474  0.1061
C  1.0396  2.2258  0.1336
C  -0.2598  2.3936  0.0200
C  -1.1708  1.2824  -0.1788
C  -0.6257  -0.0536  -0.2306
C  -1.6959  -1.0341  -0.4482
H  2.5425  -2.5931  -0.1312
H  3.1193  -1.3501  1.1710
H  3.0954  -1.0352  -0.4678
H  0.4601  -2.3261  0.5342
H  2.2963  0.6453  0.2090
H  1.7992  3.1142  0.1767
H  -0.7781  3.0729  0.1582
H  -2.2655  1.5819  -0.4096
H  -0.9202  -2.1940  -0.3244
H  -2.3444  -1.2573  -1.1372
H  -3.2436  -1.8217  0.6182
H  -3.3326  -0.0892  0.5764
N  1.1082  -1.5810  -0.1333
N  -2.8233  -1.0901  0.5549

Here are the natural (NBO) charges for atoms 1 to 4, given in e: C -0.31; C 0.17; C -0.22; C -0.17


two.
The following is a quantum chemistry calculation of one molecule with the formula C8H12N2, from the Open Molecules 2025 dataset.

Output
M	136.2	g/mol
SMILES	C[C@H]1C[C@]1(C)n1cccn1
spin multiplicity	1
total charge	0

CARTESIAN COORDINATES (ANGSTROEM)
C  1.2709  1.6580  1.2405
C  1.0277  0.7491  -0.0591
C  1.3966  -0.7427  0.1517
C  -0.0102  -0.3165  0.0823
C  -0.9640  -0.4450  1.2848
N  -0.7607  -0.2875  -1.1176
C  -1.0305  -1.4447  -1.7915
C  -1.6475  -1.0232  -2.9484
C  -1.8433  0.3814  -2.6680
N  -1.2641  0.8099  -1.6089
H  1.5274  0.9861  2.1147
H  0.5536  2.3170  1.5814
H  2.1714  2.2436  1.0629
H  1.0519  1.1707  -1.0452
H  1.9687  -1.3292  -0.5973
H  1.7591  -0.8718  1.1742
H  -1.6806  0.4177  1.1580
H  -0.5023  -0.4199  2.2418
H  -1.5101  -1.3516  1.1654
H  -0.7683  -2.5310  -1.5086
H  -2.0025  -1.5626  -3.7991
H  -2.0549  1.1913  -3.3736

Here are the natural (NBO) charges for atoms 1 to 4, given in e: C -0.61; C -0.20; C -0.42; C 0.10


Which one is most stable, and which one is least stable? two is the most stable of them, while one is the least stable.


one.
The following is a quantum chemistry calculation of a 5-piece molecular cluster, CH11NO5 overall, from the Open Molecules 2025 dataset.

Output
M	117.1	g/mol
SMILES	NC=O.O.O.O.O
spin multiplicity	1
total charge	0

CARTESIAN COORDINATES (ANGSTROEM)
N  1.1804  0.9083  -1.1368
C  0.2469  0.8568  -2.1696
O  -0.9418  1.1528  -2.1770
H  1.7660  0.0477  -1.1546
H  0.8099  1.2408  -0.2769
H  0.7075  0.4117  -3.0312
O  2.0657  -0.7316  0.9619
H  2.8045  -0.4996  1.5873
H  1.2256  -0.7181  1.5052
O  -0.3548  0.0029  1.9531
H  -1.1854  0.4606  1.5620
H  -0.0476  0.7244  2.5296
O  -1.0203  -1.8380  -0.1649
H  -0.5750  -1.5980  0.6714
H  -0.7434  -2.7438  -0.4179
O  -2.0281  0.9693  0.2936
H  -1.7008  1.3775  -0.5077
H  -2.2095  -0.0234  -0.0275

Here are the natural (NBO) charges for atoms 1 to 4, given in e: N -0.82; C 0.55; O -0.63; H 0.42


two.
The following is a quantum chemistry calculation of a 5-piece molecular cluster, CH11NO5 overall, from the Open Molecules 2025 dataset.

Output
M	117.1	g/mol
SMILES	NC=O.O.O.O.O
spin multiplicity	1
total charge	0

CARTESIAN COORDINATES (ANGSTROEM)
N  -0.7848  -0.7686  1.6757
C  -0.6134  0.4788  2.1705
O  -0.1344  1.3501  1.4654
H  -1.0119  -1.5782  2.2304
H  -0.4219  -0.9277  0.7482
H  -0.9067  0.6163  3.2179
O  0.0701  -3.4875  0.3044
H  0.0191  -3.9905  -0.5218
H  0.5648  -2.6886  0.0919
O  0.1321  -0.5096  -1.4652
H  -0.4255  0.2954  -1.3357
H  -0.3953  -1.1426  -1.9589
O  1.8682  2.2354  -1.6161
H  1.7483  1.2731  -1.5727
H  2.4183  2.4850  -0.8678
O  -0.9494  1.9893  -1.1613
H  -1.1776  2.1544  -0.2382
H  -0.0001  2.2156  -1.1666

Here are the natural (NBO) charges for atoms 1 to 4, given in e: N -0.82; C 0.53; O -0.66; H 0.40


Which one is most stable, and which one is least stable? two is the most stable of them, while one is the least stable.


one.
The following is a quantum chemistry calculation of a 2-piece molecular cluster, H5NO3Si overall, from the Open Molecules 2025 dataset.

Output
M	95.1	g/mol
SMILES	O=[Si](O)O.N
spin multiplicity	1
total charge	0

CARTESIAN COORDINATES (ANGSTROEM)
O  -2.0351  -1.6881  -0.0188
Si  -1.7494  -0.2143  0.0850
O  -0.2919  0.5074  -0.0670
O  -2.7750  1.0215  0.1188
H  0.6031  0.1750  0.0910
H  -2.5518  1.8675  -0.3829
N  2.3984  -0.4427  0.0657
H  1.9490  -0.9490  0.8243
H  2.4199  0.5466  0.0892
H  2.0328  -0.8238  -0.8054

Here are the natural (NBO) charges for atoms 1 to 4, given in e: O -1.19; Si 2.36; O -1.15; O -1.11


two.
The following is a quantum chemistry calculation of one molecule with the formula H5NO3Si, from the Open Molecules 2025 dataset.

Output
M	95.1	g/mol
SMILES	N[Si](O)(O)O
spin multiplicity	1
total charge	0

CARTESIAN COORDINATES (ANGSTROEM)
N  -0.7948  1.2202  0.2764
Si  -0.1232  -0.2621  -0.0746
O  -0.8501  -1.6290  0.6654
O  1.7379  -0.3173  0.4397
O  -0.4891  -0.7123  -1.6077
H  -0.6416  1.9360  -0.5097
H  -0.7000  1.6846  1.1344
H  -0.3675  -1.9136  1.4881
H  1.9942  -1.0776  -0.0760
H  -1.1512  -0.1516  -2.0059

Here are the natural (NBO) charges for atoms 1 to 4, given in e: N -1.35; Si 2.30; O -1.09; O -1.05


Which one is most stable, and which one is least stable? two is the most stable of them, while one is the least stable.